Entry 1:
{"formula": "C26H48N9O11", "method": "wB97M-V/def2-TZVPD", "gap_ev": 3.5, "relative_energy_kcal_mol": 72.3, "total_charge": 1, "total_energy_ev": -63636.5458, "symbols": ["C", "C", "C", "C", "C", "C", "N", "O", "C", "C", "C", "H", "H", "H", "H", "H", "H", "H", "H", "H", "H", "H", "H", "H", "H", "H", "H", "H", "H", "N", "C", "C", "C", "C", "H", "H", "H", "H", "H", "N", "C", "C", "C", "C", "H", "H", "H", "H", "H", "N", "C", "C", "C", "C", "H", "H", "H", "H", "H", "C", "N", "O", "O", "H", "H", "H", "C", "N", "O", "O", "H", "H", "H", "C", "N", "O", "O", "H", "H", "H", "C", "N", "O", "O", "H", "H", "H", "C", "N", "O", "O", "H", "H", "H"], "coordinates": [[-2.1245, 1.0862, -2.0953], [-1.7420, -0.0222, -1.1585], [-0.2955, -0.3664, -1.3741], [0.7007, 0.7229, -0.7192], [0.4442, 0.6886, 0.7722], [-0.9174, 1.1059, 1.0644], [-1.9603, 0.4971, 0.2116], [-3.2251, 0.7542, 0.3837], [-1.1939, 2.6549, 1.1156], [-1.2787, 0.6732, 2.5172], [-2.6921, -1.2426, -1.4459], [-1.5594, 1.9785, -2.0026], [-3.2686, 1.1297, -2.1864], [-2.0562, 0.8001, -3.1717], [-0.1851, -0.6893, -2.3652], [-0.2309, -1.2399, -0.9692], [0.4126, 1.6629, -1.1244], [1.8544, 0.4828, -0.8073], [1.2870, 1.3637, 1.2277], [0.9187, -0.1477, 1.2826], [-2.1571, 2.7945, 1.2006], [-1.1128, 2.9671, 0.0873], [-0.5022, 3.2860, 1.8797], [-2.3834, 0.6360, 2.8574], [-0.8551, 1.2598, 3.3299], [-0.9024, -0.4083, 2.5652], [-2.4062, -1.6582, -2.2753], [-3.6865, -0.9287, -1.6678], [-2.5141, -2.0726, -0.5793], [4.8398, 4.3268, 1.6543], [4.6240, 5.6284, 1.5090], [3.3410, 5.7995, 0.7260], [2.6434, 4.4877, 0.6861], [3.7718, 3.5177, 1.1940], [5.7057, 3.7947, 1.9763], [5.3645, 6.3202, 1.8167], [3.1428, 6.7638, 0.4658], [1.7164, 4.1978, 0.1614], [3.8402, 2.4446, 1.1541], [2.1505, 5.8103, 3.7421], [1.2468, 4.7116, 3.6886], [0.2795, 4.8393, 4.7973], [0.6111, 6.1228, 5.5584], [1.9172, 6.6936, 4.8489], [2.9307, 5.6650, 3.1260], [1.6248, 4.1878, 2.7658], [-0.3802, 4.1749, 5.1879], [0.0664, 6.5904, 6.6331], [2.5535, 7.5098, 5.0178], [-7.9380, -3.0815, -4.5642], [-6.9791, -2.1850, -5.1389], [-6.4090, -1.3778, -3.9201], [-7.1470, -1.9535, -2.7167], [-8.0941, -3.0105, -3.1504], [-8.2682, -3.8859, -5.2272], [-6.7097, -2.2459, -6.0540], [-5.7007, -0.6231, -3.6445], [-7.0967, -1.3817, -1.6213], [-8.8417, -3.6873, -2.6935], [0.9128, -5.5309, -2.8725], [1.4755, -4.2592, -2.6079], [0.6344, -3.3562, -2.4801], [2.6345, -4.1346, -2.5322], [0.8094, -6.1716, -2.0015], [1.6055, -6.2266, -3.3787], [0.1619, -5.4548, -3.4976], [0.7891, -3.7121, 3.1529], [0.5242, -3.5787, 1.6484], [0.9060, -4.5558, 0.9240], [-0.1928, -2.7077, 1.2247], [0.4952, -4.6436, 3.4437], [-0.0856, -3.0669, 3.6807], [1.7732, -3.1518, 3.4458], [-2.2066, -2.6247, -6.0043], [-0.8947, -2.0968, -5.4669], [0.1899, -2.3158, -5.9941], [-0.9633, -1.2177, -4.5922], [-2.0593, -3.6495, -5.7440], [-2.2801, -2.3307, -7.2064], [-3.1822, -2.1697, -5.5798], [3.5481, -1.0933, 4.1745], [2.3569, -0.3177, 3.8316], [2.5664, 0.6784, 3.1918], [1.1798, -0.6761, 4.1308], [4.5359, -0.7705, 3.8210], [3.4373, -1.9875, 3.8729], [3.4486, -1.1784, 5.4544], [4.8981, -2.8490, -0.1558], [4.2387, -1.4695, -0.0100], [3.0803, -1.4424, 0.2754], [4.9840, -0.5203, -0.0525], [5.1112, -3.0160, -1.1994], [4.5280, -3.6826, 0.2896], [5.8662, -2.6423, 0.2826]], "atomic_forces_ev_per_a": [[-3.262, -0.429, -2.513], [0.103, -1.139, -1.165], [0.666, 4.656, -0.039], [1.112, -3.337, -0.527], [4.198, 1.602, -0.486], [-2.154, 0.887, 4.361], [-6.467, 2.445, -1.025], [6.318, -1.304, 0.572], [5.592, 0.138, -0.864], [-1.462, -2.935, 1.194], [0.507, 0.739, 6.597], [-0.009, 1.051, 0.343], [1.418, 1.038, 1.183], [1.128, -0.504, 0.804], [0.433, 0.637, -1.893], [1.370, -5.335, 3.378], [0.376, 1.008, -0.395], [-2.544, 0.503, -0.613], [-2.224, 0.061, -0.564], [-1.273, -1.076, -0.345], [-5.098, 0.707, 1.683], [1.026, 0.819, -0.466], [-1.678, -1.878, -1.928], [1.451, 0.236, -1.364], [0.752, 0.126, -0.573], [-0.518, 1.504, 0.495], [2.242, -2.371, -4.765], [-0.951, 0.148, 0.798], [-0.961, 2.036, -1.997], [-0.669, -4.519, -0.140], [-3.435, 0.263, -3.054], [2.772, -4.618, 3.692], [5.888, -0.472, 0.619], [-2.388, 4.433, -0.964], [-1.631, 1.674, -0.415], [0.325, 0.683, 0.005], [-1.416, 2.218, -0.814], [0.790, 0.249, 0.499], [-0.005, -0.016, 0.227], [-2.837, -0.355, 3.114], [0.335, 2.538, 1.808], [5.000, 4.582, -1.550], [2.949, 0.329, -1.311], [-4.878, -4.965, -0.258], [0.462, 1.061, 0.017], [-1.645, -0.646, 1.438], [-1.997, -1.905, 0.474], [1.875, -1.623, -3.781], [0.460, 0.928, 0.322], [1.196, -0.317, -1.401], [-1.178, 1.605, 12.302], [-4.533, -5.061, -0.216], [-1.047, 0.409, -0.829], [2.549, 2.367, -1.675], [0.520, 2.117, 2.203], [1.593, -0.280, -6.050], [0.327, 0.394, -1.116], [-0.190, -2.062, -3.134], [0.829, 0.848, -0.100], [3.881, -4.036, 1.381], [-3.402, 1.621, 0.267], [0.822, -0.387, -0.056], [3.358, 0.557, 0.419], [-0.866, 0.830, 0.645], [0.470, 0.989, -0.228], [-4.286, 0.518, -2.344], [-1.124, 6.101, 0.411], [0.064, -3.417, -1.337], [-0.359, 2.562, 2.051], [0.383, 0.519, 0.351], [0.562, -2.932, 0.541], [2.177, -1.026, -1.474], [-1.860, -1.887, -0.661], [-0.909, 1.516, -2.528], [1.156, 3.996, 0.154], [-1.756, -1.330, 0.017], [-0.780, -1.247, -0.184], [-0.730, -1.007, -0.624], [0.695, -1.305, 3.244], [2.235, -0.609, 0.012], [0.577, 4.413, 6.872], [-2.295, 0.485, -0.722], [0.179, 0.688, -0.237], [3.109, -0.073, -0.084], [-0.837, 0.891, 0.201], [-1.175, -6.622, -2.193], [0.712, 0.334, -3.780], [2.678, 3.234, -1.433], [1.368, -1.913, 0.716], [-1.794, 0.285, 0.191], [-0.071, 0.257, -0.410], [-0.348, 0.035, -0.416], [-2.227, -1.819, 1.351], [0.280, -0.111, 0.093]]}



Entry 2:
{"formula": "C26H49BN8O5S", "method": "wB97M-V/def2-TZVPD", "gap_ev": 8.1, "total_energy_ev": -61426.6461, "symbols": ["N", "B", "O", "C", "C", "C", "C", "C", "C", "C", "C", "N", "N", "N", "N", "C", "C", "C", "C", "N", "C", "C", "S", "H", "H", "H", "H", "H", "H", "H", "H", "H", "H", "H", "H", "H", "H", "H", "H", "H", "H", "H", "C", "O", "C", "C", "N", "C", "C", "O", "C", "H", "H", "H", "H", "H", "H", "H", "H", "H", "H", "H", "H", "H", "H", "H", "C", "O", "C", "C", "N", "C", "C", "O", "C", "H", "H", "H", "H", "H", "H", "H", "H", "H", "H", "H", "H", "H", "H", "H"], "coordinates": [[3.4285, -0.8613, 0.3304], [2.9776, -0.3690, -0.9563], [3.9158, 0.0836, -1.8771], [1.4670, -0.3698, -1.4181], [0.9839, -1.5856, -1.8499], [-0.3229, -1.7150, -2.2510], [-1.1074, -0.5944, -2.2022], [-0.6508, 0.6369, -1.7859], [0.6689, 0.7622, -1.3826], [1.2811, 2.0582, -0.8631], [0.9427, 3.4188, -1.5777], [0.6079, 3.2981, -2.9908], [-0.0677, 4.1614, -0.8337], [2.1753, 4.2709, -1.5140], [-1.5678, 1.7316, -1.7982], [-2.8090, 1.4461, -1.1586], [-3.3084, 2.3247, -0.2236], [-4.5216, 2.0833, 0.3732], [-5.2593, 0.9624, 0.0644], [-6.5245, 0.7901, 0.7140], [-4.7730, 0.0675, -0.8710], [-3.5626, 0.3350, -1.4607], [-2.8295, -0.7498, -2.6799], [2.9707, -0.3696, 1.0920], [4.4300, -0.7304, 0.4427], [4.7145, 0.4042, -1.4459], [1.6366, -2.4630, -1.8439], [-0.6881, -2.6895, -2.5572], [2.3690, 2.0052, -0.8007], [0.9195, 2.1708, 0.1718], [-0.2703, 3.7977, -3.1098], [1.2608, 3.8453, -3.5439], [0.0147, 5.1480, -1.0593], [0.0985, 4.0853, 0.1636], [2.8714, 3.9506, -2.1811], [2.5647, 4.2500, -0.5776], [-1.7136, 1.9812, -2.7746], [-2.7224, 3.2151, -0.0130], [-4.8871, 2.8140, 1.0891], [-7.0396, 0.0585, 0.2298], [-7.0561, 1.6321, 0.5021], [-5.3476, -0.8204, -1.1181], [-4.2544, 5.4522, 7.8689], [-3.2940, 4.4175, 7.7667], [-3.8450, 3.1545, 7.4045], [-3.3965, 2.7491, 6.0150], [-4.0192, 3.5843, 4.9941], [-3.4566, 3.4100, 3.6564], [-1.9974, 3.8058, 3.4413], [-1.7469, 5.1966, 3.5545], [-1.5077, 5.6613, 4.8713], [-3.7558, 6.3258, 8.2865], [-4.6585, 5.7214, 6.8875], [-5.0723, 5.1661, 8.5365], [-4.9355, 3.1523, 7.4866], [-3.4553, 2.4252, 8.1206], [-3.6714, 1.7052, 5.8388], [-2.3015, 2.8252, 5.9866], [-3.9166, 4.5554, 5.2588], [-4.0662, 4.0154, 2.9805], [-3.5889, 2.3677, 3.3506], [-1.7459, 3.5453, 2.4084], [-1.3086, 3.2337, 4.0741], [-1.0184, 4.9070, 5.4923], [-2.4347, 5.9919, 5.3472], [-0.8516, 6.5301, 4.8024], [6.8926, -6.9519, -3.2280], [6.1381, -6.9094, -4.4249], [5.3026, -8.0464, -4.6195], [3.8397, -7.6651, -4.5129], [3.4785, -7.3344, -3.1388], [2.1544, -6.7323, -2.9976], [1.9181, -5.3702, -3.6472], [2.6534, -4.3114, -3.0590], [3.9680, -4.1442, -3.5629], [7.5937, -6.1188, -3.2498], [6.2520, -6.8411, -2.3470], [7.4611, -7.8835, -3.1536], [5.5543, -8.8545, -3.9269], [5.4936, -8.4058, -5.6349], [3.2244, -8.5035, -4.8521], [3.6693, -6.8182, -5.1903], [4.1627, -6.6886, -2.7671], [1.9730, -6.6217, -1.9255], [1.4064, -7.4383, -3.3722], [0.8649, -5.1194, -3.4894], [2.0646, -5.3882, -4.7332], [4.0456, -4.4256, -4.6154], [4.6918, -4.7088, -2.9690], [4.2266, -3.0884, -3.4670]], "atomic_forces_ev_per_a": [[0.078, 1.139, -0.353], [0.262, 0.123, -0.253], [-0.268, 0.142, 0.153], [1.275, -0.072, 0.550], [0.314, -0.836, 0.044], [0.337, -0.696, -0.070], [-1.547, -0.326, -0.297], [-0.110, 0.225, 0.021], [0.461, 0.746, -0.008], [-1.345, 0.245, 0.078], [1.458, 0.790, 0.692], [-0.535, 0.336, 0.062], [-0.319, -0.230, -0.069], [-0.250, 0.013, -0.448], [0.232, -0.015, -0.161], [0.099, 0.487, 0.096], [0.425, 0.446, -0.007], [0.099, 0.869, 0.550], [-0.782, -0.081, 0.238], [-0.012, 0.069, -0.965], [-0.485, -0.301, 0.267], [1.053, -0.985, -1.017], [-0.062, 0.048, 0.161], [-0.226, -0.616, 0.159], [-0.070, -0.227, 0.180], [0.154, -0.297, -0.141], [-0.221, 0.238, -0.074], [-0.219, 0.193, -0.027], [-0.138, -0.333, -0.211], [0.169, 0.009, -0.077], [-0.088, -0.323, -0.025], [0.122, -0.150, 0.124], [0.118, -0.085, -0.105], [-0.050, -0.085, -0.048], [0.131, -0.146, 0.269], [0.108, -0.035, -0.106], [-0.094, 0.122, 0.098], [-0.104, -0.069, 0.057], [-0.163, -0.228, -0.005], [0.089, -0.115, 0.264], [-0.052, -0.021, 0.475], [0.143, 0.031, -0.063], [0.194, -0.026, 0.000], [-0.275, 0.105, -0.034], [0.346, -0.240, 0.096], [-0.092, 0.289, -0.078], [0.145, -0.112, 0.015], [-0.158, 0.185, 0.097], [-0.024, -0.126, -0.359], [0.074, -0.134, 0.165], [-0.014, 0.233, -0.187], [0.044, -0.036, -0.003], [-0.149, 0.005, 0.047], [-0.056, 0.025, -0.048], [-0.005, 0.108, -0.089], [-0.042, -0.017, 0.000], [0.009, 0.002, -0.031], [0.035, -0.161, 0.122], [-0.027, 0.000, 0.020], [0.061, -0.019, -0.064], [0.043, -0.016, 0.035], [-0.015, 0.010, 0.000], [-0.044, 0.078, 0.143], [-0.081, -0.046, 0.023], [0.034, -0.091, 0.157], [0.015, -0.031, -0.049], [-0.047, 0.123, -0.145], [0.070, -0.124, 0.262], [-0.093, 0.070, -0.416], [0.094, 0.155, 0.267], [-0.074, 0.003, -0.173], [0.194, 0.002, 0.209], [-0.379, -0.016, 0.113], [0.110, -0.163, -0.227], [-0.012, 0.269, 0.272], [-0.028, 0.010, -0.050], [0.068, -0.114, 0.081], [-0.020, -0.013, 0.074], [-0.022, 0.087, 0.107], [-0.003, -0.042, 0.018], [-0.024, 0.014, 0.008], [0.019, -0.108, -0.172], [0.018, -0.023, 0.011], [-0.081, 0.030, -0.023], [0.018, 0.016, -0.069], [0.013, 0.013, 0.012], [0.164, -0.010, 0.010], [0.002, -0.089, 0.018], [0.076, -0.084, -0.149], [-0.071, 0.009, -0.019]]}



no.,lowest unoccupied orbital energy (eV)
1,-5.63
2,0.22